Entry 1:
Here is a structure of composition C48H57AsCl2CsFN6O2S from the OMol25 dataset. Energies are from ωB97M-V/def2-TZVPD.

For the relative energy (zero: lowest compared OMol25 entry of this formula, charge and spin), the calculation gives 0.000 eV. Its net charge is -2. The value obtained for the HOMO-LUMO gap is 0.13325 hartree. For the electronic energy, the calculation gives -163719.09396 eV.

Last column: Mulliken charge in e.
Positions of all 119 atoms, in Å:
Cs 0.477 0.403 -1.415  0.97
C -6.551 -4.183 0.626  -2.18
C -5.423 -3.978 1.637  2.01
C -5.080 -5.336 2.265  -1.59
C -5.920 -3.020 2.729  -1.64
C -4.172 -3.393 0.989  0.46
C -4.080 -3.103 -0.364  -0.62
C -2.903 -2.553 -0.858  -0.79
N -1.846 -2.290 -0.104  -0.04
C -1.910 -2.574 1.196  0.07
C -3.052 -3.117 1.770  -0.11
C -0.692 -2.246 1.997  -0.84
C -0.543 -2.634 3.324  -0.03
C 0.597 -2.274 4.040  0.21
C 1.556 -1.533 3.367  -0.44
C 1.335 -1.189 2.038  -0.95
N 0.240 -1.526 1.375  0.57
C 0.735 -2.688 5.503  2.08
C -0.405 -2.049 6.309  -1.63
C 0.646 -4.216 5.614  -1.65
C 2.066 -2.238 6.103  -2.21
H -7.421 -4.607 1.132  0.44
H -6.256 -4.870 -0.169  0.41
H -6.854 -3.240 0.168  0.42
H -5.964 -5.762 2.747  0.43
H -4.297 -5.241 3.018  0.30
H -4.731 -6.035 1.503  0.38
H -6.843 -3.403 3.173  0.45
H -6.120 -2.031 2.313  0.36
H -5.185 -2.903 3.527  0.32
H -4.898 -3.278 -1.048  0.51
H -2.818 -2.311 -1.913  0.26
H -3.084 -3.309 2.833  0.29
H -1.312 -3.223 3.806  0.41
H 2.473 -1.215 3.840  0.52
H 2.076 -0.623 1.478  0.27
H -1.381 -2.391 5.960  0.32
H -0.379 -0.962 6.218  0.36
H -0.312 -2.311 7.366  0.46
H -0.309 -4.593 5.245  0.31
H 0.748 -4.523 6.659  0.46
H 1.440 -4.692 5.036  0.36
H 2.160 -1.151 6.097  0.40
H 2.913 -2.657 5.558  0.42
H 2.130 -2.576 7.140  0.44
C -2.987 3.244 2.185  -1.37
C -1.945 2.507 1.385  0.28
N -1.513 1.340 1.690  0.25
O -2.058 0.864 2.915  -0.54
C -1.397 3.170 0.188  0.33
C -2.202 4.160 -0.602  -1.49
N -0.191 2.820 -0.149  -0.10
O 0.303 3.281 -1.267  -0.23
H -3.491 2.595 2.894  0.42
H -3.718 3.691 1.512  0.34
H -2.511 4.064 2.731  0.24
H -1.662 -0.014 2.958  0.32
H -2.288 5.127 -0.095  0.25
H -3.215 3.800 -0.806  0.32
H -1.686 4.312 -1.548  0.35
S 3.739 -0.874 -1.045  0.01
C 5.041 0.120 -0.431  -0.27
C 6.272 -0.471 -0.084  -0.89
C 7.334 0.276 0.392  -0.46
C 7.214 1.654 0.546  -0.79
C 6.013 2.260 0.207  -0.28
C 4.936 1.524 -0.280  -0.25
As 3.181 2.292 -0.684  0.72
C 3.407 4.108 0.015  -0.06
C 2.682 4.427 1.160  -0.59
C 2.783 5.687 1.737  -0.68
C 3.605 6.649 1.168  -0.39
C 4.321 6.347 0.016  -0.66
C 4.219 5.086 -0.556  -0.17
C 3.415 2.672 -2.595  0.78
C 4.252 1.899 -3.392  -0.48
C 4.332 2.139 -4.759  -0.61
C 3.579 3.152 -5.337  -0.45
C 2.739 3.924 -4.543  -0.68
C 2.649 3.682 -3.178  -0.31
H 6.367 -1.543 -0.202  0.42
H 8.265 -0.221 0.647  0.31
H 8.041 2.246 0.921  0.37
H 5.910 3.332 0.332  0.30
H 2.008 3.688 1.580  0.23
H 2.205 5.921 2.624  0.37
H 3.679 7.635 1.612  0.35
H 4.957 7.097 -0.441  0.37
H 4.770 4.859 -1.462  0.45
H 4.816 1.086 -2.951  0.33
H 4.966 1.514 -5.376  0.35
H 3.631 3.325 -6.406  0.34
H 2.133 4.703 -4.990  0.37
H 1.959 4.249 -2.565  0.32
Cl 2.134 -0.700 -4.486  -0.10
C 1.010 0.307 -5.413  1.17
Cl 1.313 0.188 -7.168  -0.27
H 1.178 1.340 -5.127  -0.08
H -0.001 -0.059 -5.210  -0.70
N 2.093 -4.011 -2.143  -0.62
N 0.821 -4.179 -1.491  -0.49
H 2.582 -3.184 -1.803  0.33
H 1.899 -3.862 -3.125  0.28
H 0.323 -3.296 -1.414  0.31
H 1.019 -4.479 -0.545  0.25
F -5.079 3.052 -5.145  -0.40
C -4.259 1.945 -5.009  0.36
C -3.955 1.464 -3.750  -0.61
C -3.139 0.356 -3.617  -0.16
C -2.570 -0.337 -4.736  1.03
C -1.725 -1.436 -4.593  -1.52
C -2.927 0.221 -6.009  -0.67
C -3.747 1.328 -6.135  -0.51
H -4.359 1.958 -2.873  0.38
H -2.921 -0.018 -2.621  0.22
H -1.391 -2.005 -5.452  0.21
H -1.487 -1.832 -3.612  0.22
H -2.534 -0.243 -6.907  0.27
H -3.988 1.723 -7.116  0.39



Entry 2:
Here is a structure of composition C48H58AsClN4O3PRuTe in a non-equilibrium geometry from the OMol25 dataset. Energies are from ωB97M-V/def2-TZVPD.

As for the expectation value of S²: 6.05. The spin multiplicity is 5. Its net charge is +1. The value obtained for the HOMO-LUMO gap (spin up / spin down) is 0.27591 / 0.19513 hartree. For the electronic energy, the calculation gives -155339.48465 eV.

Last column: Löwdin spin population.
Positions of all 118 atoms, in Å:
Ru 0.669 -0.192 -1.014  2.13
C 4.936 -3.887 5.167  0.00
C 3.933 -3.644 4.075  0.01
C 3.238 -2.447 3.990  0.00
C 2.316 -2.188 2.980  0.02
C 1.656 -0.837 2.946  0.00
C 2.058 -3.205 2.056  0.08
As 0.758 -3.115 0.620  0.27
N -0.048 -1.466 0.465  0.35
C -1.380 -1.332 0.876  0.02
C -2.283 -0.628 0.068  0.07
C -3.591 -0.429 0.462  0.00
C -4.036 -0.939 1.677  0.07
C -3.154 -1.640 2.489  -0.01
C -1.842 -1.835 2.097  0.06
C -0.680 -4.395 0.903  0.02
C -1.364 -4.709 -0.287  0.01
C -1.132 -3.978 -1.588  0.01
C -2.305 -5.729 -0.275  0.00
C -2.584 -6.454 0.874  0.01
C -3.580 -7.579 0.864  0.00
C -1.914 -6.112 2.039  0.00
C -0.966 -5.096 2.087  0.01
C -0.355 -4.814 3.437  0.00
C 2.785 -4.407 2.079  0.02
C 2.610 -5.493 1.046  0.01
C 3.703 -4.606 3.098  0.00
H 4.877 -3.121 5.938  0.00
H 5.950 -3.882 4.764  0.00
H 4.777 -4.859 5.634  0.00
H 3.427 -1.673 4.724  0.00
H 2.148 -0.165 3.647  0.00
H 0.599 -0.889 3.216  0.00
H 1.728 -0.404 1.951  0.00
H -1.950 -0.249 -0.900  0.02
H -4.269 0.118 -0.179  0.00
H -5.058 -0.782 1.991  0.00
H -3.488 -2.032 3.440  0.00
H -1.157 -2.353 2.755  0.00
H -1.367 -2.915 -1.495  0.00
H -1.777 -4.388 -2.363  0.00
H -0.098 -4.057 -1.933  0.00
H -2.833 -5.963 -1.192  0.00
H -4.144 -7.603 -0.066  0.00
H -4.284 -7.486 1.691  0.00
H -3.072 -8.539 0.975  0.00
H -2.145 -6.644 2.956  0.00
H -1.086 -5.029 4.215  0.00
H -0.022 -3.787 3.558  0.00
H 0.513 -5.450 3.620  0.00
H 1.569 -5.800 0.926  0.00
H 3.177 -6.377 1.330  0.00
H 2.975 -5.171 0.067  0.00
H 4.254 -5.539 3.131  0.00
C 0.418 7.141 -3.198  0.00
C 0.506 5.900 -2.355  0.00
C -0.630 5.320 -1.806  0.00
C -0.564 4.168 -1.028  0.01
C -1.832 3.568 -0.482  0.02
C 0.687 3.587 -0.809  0.03
Te 0.836 1.895 0.448  0.43
C 1.853 4.148 -1.342  0.01
C 3.213 3.540 -1.121  0.02
C 1.736 5.300 -2.110  0.00
H -0.602 7.518 -3.245  0.00
H 0.751 6.939 -4.217  0.00
H 1.054 7.930 -2.797  0.00
H -1.597 5.778 -1.982  0.00
H -2.687 4.206 -0.699  0.00
H -1.785 3.426 0.599  0.01
H -2.020 2.585 -0.924  0.00
H 3.215 2.465 -1.321  0.01
H 3.544 3.678 -0.089  0.00
H 3.950 4.006 -1.775  0.00
H 2.633 5.739 -2.533  0.00
C 4.491 -2.291 -5.939  0.00
C 4.829 -1.125 -5.057  0.00
C 5.232 0.089 -5.584  0.00
C 5.515 1.167 -4.754  0.00
Cl 5.972 2.692 -5.455  0.00
C 5.424 1.044 -3.384  0.00
C 5.020 -0.169 -2.833  0.00
C 4.715 -1.237 -3.666  0.00
O 4.274 -2.455 -3.211  0.00
C 3.966 -2.562 -1.842  0.00
C 2.774 -1.713 -1.427  0.03
O 1.697 -1.796 -2.103  0.04
O 2.843 -0.981 -0.418  0.10
H 4.441 -1.980 -6.981  0.00
H 3.535 -2.732 -5.656  0.00
H 5.241 -3.077 -5.848  0.00
H 5.307 0.208 -6.657  0.00
H 5.669 1.880 -2.745  0.00
H 4.946 -0.254 -1.759  0.00
H 4.822 -2.325 -1.207  0.00
H 3.684 -3.606 -1.688  0.00
C 0.908 1.818 -6.031  0.00
N 1.173 0.400 -5.798  0.01
C -0.050 -0.358 -6.046  0.00
N -1.192 0.095 -5.250  0.01
C -1.392 1.525 -5.492  0.00
N -0.205 2.337 -5.238  0.00
C 0.123 2.398 -3.817  0.00
P 0.491 0.709 -3.167  0.03
C 1.696 0.159 -4.462  0.01
C -1.003 -0.188 -3.835  0.02
H 0.662 1.949 -7.086  0.00
H 1.808 2.393 -5.808  0.00
H 0.133 -1.415 -5.844  0.00
H -0.312 -0.243 -7.099  0.00
H -2.212 1.883 -4.867  0.00
H -1.672 1.651 -6.539  0.00
H -0.703 2.840 -3.258  0.00
H 0.992 3.036 -3.663  0.00
H 1.891 -0.903 -4.311  0.00
H 2.632 0.703 -4.322  0.00
H -1.896 0.104 -3.275  0.00
H -0.845 -1.261 -3.688  0.00